Below is C34H27AgN6O9PS as an isolated structure, with properties calculated with ωB97M-V/def2-TZVPD.

Highest occupied orbital energy in eV: -3.672
Energy above the lowest of the compared OMol25 structures with the same formula, charge and spin in kcal/mol: 8.7

The geometry in ORCA input format:
```
! RIJCOSX wB97M-V def2-TZVPD def2/J DEFGRID3
* xyz -1 1
Ag 1.14 1.62 0.50
O 3.51 1.91 -1.33
C 3.09 1.26 -0.39
C 4.02 0.11 0.03
C 5.39 0.24 -0.21
C 6.26 -0.80 0.06
C 5.75 -2.02 0.52
C 4.40 -2.16 0.74
C 3.52 -1.09 0.54
P 1.71 -1.27 0.79
C 1.61 -2.33 2.30
C 2.60 -2.33 3.28
C 2.41 -2.97 4.49
C 1.21 -3.62 4.76
C 0.20 -3.60 3.81
C 0.40 -2.95 2.60
C 1.37 -2.39 -0.62
C 1.66 -1.86 -1.88
C 1.31 -2.54 -3.04
C 0.66 -3.76 -2.97
C 0.38 -4.30 -1.73
C 0.72 -3.63 -0.57
H 5.75 1.17 -0.63
H 7.32 -0.69 -0.11
H 6.42 -2.85 0.70
H 4.01 -3.11 1.07
H 3.54 -1.81 3.10
H 3.19 -2.95 5.23
H 1.06 -4.12 5.71
H -0.75 -4.08 4.01
H -0.42 -2.90 1.90
H 2.15 -0.90 -1.96
H 1.55 -2.10 -4.00
H 0.39 -4.29 -3.87
H -0.12 -5.26 -1.65
H 0.50 -4.08 0.39
O -6.30 0.40 1.54
N -5.99 0.87 0.46
O -6.71 0.85 -0.53
C -4.67 1.46 0.32
C -4.30 2.03 -0.89
C -3.03 2.51 -1.04
C -1.99 2.45 -0.01
O -0.83 2.84 -0.17
C -2.51 1.90 1.24
C -3.79 1.41 1.38
N -1.65 1.74 2.40
O -0.47 2.04 2.32
O -2.14 1.29 3.42
N -2.74 3.10 -2.35
O -1.59 3.23 -2.71
O -3.69 3.46 -3.03
H -5.00 2.07 -1.71
H -4.09 0.97 2.32
C 0.83 5.34 -2.88
N 0.92 4.69 -1.60
C 1.77 5.05 -0.61
N 2.52 6.20 -0.85
O 1.93 4.40 0.42
H 0.28 4.70 -3.56
H 1.83 5.51 -3.30
H 0.31 6.31 -2.84
H 0.26 3.96 -1.36
H 2.09 6.93 -1.39
H 2.99 6.51 -0.01
S -2.66 -0.70 -2.95
C -1.21 -0.11 -2.20
N -1.11 -0.27 -0.93
C -2.23 -0.93 -0.44
C -2.44 -1.27 0.90
C -3.62 -1.88 1.25
C -4.61 -2.15 0.29
C -4.41 -1.83 -1.04
C -3.21 -1.23 -1.40
H -0.46 0.40 -2.78
H -1.68 -1.03 1.63
H -3.80 -2.12 2.29
H -5.54 -2.61 0.60
H -5.18 -2.04 -1.77
*
```

=====

Below is C6H18BrHfO8P2 as an isolated structure, with properties calculated with ωB97M-V/def2-TZVPD.

Highest occupied orbital energy in eV: -19.997
Energy above the lowest of the compared OMol25 structures with the same formula, charge and spin in kcal/mol: 0.0

The geometry in ORCA input format:
```
! RIJCOSX wB97M-V def2-TZVPD def2/J DEFGRID3
* xyz 3 1
Hf 0.24 -1.64 -0.82
Br -0.41 -1.19 1.93
C 3.79 2.35 -0.04
O 3.36 1.44 1.02
P 3.44 -0.13 0.77
O 2.19 -0.78 0.18
O 3.86 -0.74 2.18
C 3.12 -0.40 3.37
O 4.70 -0.37 -0.16
C 5.05 -1.64 -0.70
H 4.20 1.83 -0.91
H 4.51 3.02 0.40
H 2.93 2.91 -0.40
H 3.57 0.31 4.06
H 2.96 -1.35 3.89
H 2.14 -0.03 3.07
H 4.99 -1.68 -1.79
H 4.45 -2.43 -0.24
H 6.09 -1.84 -0.42
C -3.60 0.31 -3.37
O -4.14 -0.49 -2.28
P -3.43 -0.48 -0.88
O -1.95 -0.91 -0.91
O -3.69 0.92 -0.17
C -2.67 1.75 0.40
O -4.30 -1.51 -0.10
C -5.70 -1.26 0.22
H -4.24 1.18 -3.47
H -3.44 -0.16 -4.34
H -2.57 0.60 -3.14
H -3.12 2.50 1.04
H -2.18 2.33 -0.39
H -1.93 1.22 1.00
H -6.35 -2.04 -0.16
H -6.09 -0.31 -0.13
H -5.77 -1.31 1.30
*
```

=====

Below is a 3-piece molecular cluster, C29H52N4O7S overall, with properties calculated with ωB97M-V/def2-TZVPD.

Highest occupied orbital energy (spin up / spin down) in eV: -8.797 / -9.264

The geometry in ORCA input format:
```
! RIJCOSX wB97M-V def2-TZVPD def2/J DEFGRID3
* xyz 0 3
C 3.90 -3.65 -6.45
O 4.75 -2.50 -6.86
C 4.58 -1.43 -5.84
O 4.10 -1.68 -4.59
N 4.95 0.00 -6.13
C 4.59 0.43 -7.54
C 2.94 0.58 -7.63
C 2.32 1.68 -6.59
C 1.62 1.05 -5.25
S -0.03 0.21 -5.55
O 0.06 -1.07 -6.45
O -0.63 -0.29 -4.18
O -1.21 1.27 -6.26
C 6.40 0.31 -5.83
C 6.93 0.94 -4.38
C 8.54 1.25 -4.26
N 9.60 1.00 -5.29
C 9.10 0.40 -6.57
C 7.56 0.03 -6.98
H 3.89 -4.50 -7.29
H 2.79 -3.32 -6.27
H 4.41 -4.14 -5.50
H 5.02 1.49 -7.82
H 5.04 -0.34 -8.29
H 2.47 -0.49 -7.55
H 2.70 0.97 -8.74
H 3.23 2.36 -6.22
H 1.63 2.40 -7.21
H 1.44 1.95 -4.48
H 2.33 0.29 -4.70
H -2.09 0.78 -6.13
H 6.18 1.14 -3.50
H 8.90 1.72 -3.23
H 9.93 0.16 -7.40
H 7.33 -0.41 -8.05
C -0.25 -1.06 -0.95
C -1.71 -0.71 -0.52
C -1.70 0.42 0.54
C -1.25 -0.03 1.92
C -2.06 -1.24 2.39
C -2.05 -2.40 1.36
N -2.39 -1.96 -0.03
O -3.78 -1.73 -0.07
C -0.65 -3.08 1.38
C -3.00 -3.53 1.88
C -2.36 -0.13 -1.82
H 0.01 -0.62 -1.92
H 0.49 -0.70 -0.24
H -0.11 -2.14 -1.08
H -2.70 0.85 0.63
H -1.05 1.24 0.21
H -0.18 -0.27 1.92
H -1.38 0.79 2.64
H -1.66 -1.58 3.35
H -3.09 -0.92 2.58
H -0.58 -3.86 0.60
H -0.45 -3.57 2.34
H 0.18 -2.38 1.22
H -4.02 -3.17 2.05
H -2.65 -3.93 2.84
H -3.04 -4.37 1.18
H -2.41 -0.89 -2.61
H -1.77 0.71 -2.21
H -3.37 0.26 -1.65
C -5.00 1.73 5.48
C -3.44 1.79 5.53
C -2.85 0.35 5.43
C -3.00 -0.47 6.70
C -2.46 0.29 7.91
C -3.06 1.71 8.05
N -3.01 2.50 6.78
O -1.68 2.92 6.60
C -4.53 1.58 8.55
C -2.34 2.43 9.24
C -3.04 2.55 4.22
H -5.39 2.01 4.49
H -5.39 0.74 5.70
H -5.46 2.44 6.17
H -1.78 0.41 5.18
H -3.32 -0.19 4.59
H -4.05 -0.74 6.86
H -2.46 -1.42 6.59
H -2.64 -0.30 8.81
H -1.36 0.35 7.81
H -5.02 2.57 8.59
H -4.57 1.16 9.55
H -5.14 0.93 7.92
H -1.26 2.49 9.10
H -2.50 1.89 10.18
H -2.73 3.45 9.38
H -3.42 3.58 4.24
H -3.47 2.06 3.34
H -1.96 2.58 4.06
*
```

=====

Below is one molecule with the formula C5H6O2, with properties calculated with ωB97M-V/def2-TZVPD.

Highest occupied orbital energy in eV: -10.365
SMILES: C#C[C@@H](C)OC=O
Energy above the lowest of the compared OMol25 structures with the same formula, charge and spin in kcal/mol: 42.6

The geometry in ORCA input format:
```
! RIJCOSX wB97M-V def2-TZVPD def2/J DEFGRID3
* xyz 0 1
C 2.31 -1.44 -0.09
C 1.34 -0.75 0.02
C 0.16 0.11 0.17
C 0.23 1.35 -0.71
O -1.00 -0.66 -0.20
C -2.04 -0.64 0.64
O -2.11 -0.02 1.67
H 3.17 -2.07 -0.19
H 0.05 0.40 1.22
H 0.27 1.07 -1.76
H 1.12 1.94 -0.47
H -0.66 1.97 -0.54
H -2.84 -1.28 0.24
*
```

=====

Below is ClH6Na2O3 as an isolated structure, with properties calculated with ωB97M-V/def2-TZVPD.

Highest occupied orbital energy in eV: -14.250
Energy above the lowest of the compared OMol25 structures with the same formula, charge and spin in kcal/mol: 147.9

The geometry in ORCA input format:
```
! RIJCOSX wB97M-V def2-TZVPD def2/J DEFGRID3
* xyz 1 1
Na 1.50 0.51 -1.72
Na 1.67 0.39 0.79
Cl 0.57 -0.72 -0.46
O -1.61 0.15 0.55
H -1.41 -0.42 -0.19
H -0.76 0.51 0.81
O 0.12 1.53 -1.35
H 0.05 0.81 -0.72
H -0.77 1.64 -1.68
O 0.05 -1.74 1.54
H 0.00 -1.64 0.59
H 0.60 -1.01 1.83
*
```

=====

Below is one molecule with the formula C7H8BrNO2, with properties calculated with ωB97M-V/def2-TZVPD.

Highest occupied orbital energy (spin up / spin down) in eV: -7.770 / -7.573
Energy above the lowest of the compared OMol25 structures with the same formula, charge and spin in kcal/mol: 112.3

The geometry in ORCA input format:
```
! RIJCOSX wB97M-V def2-TZVPD def2/J DEFGRID3
* xyz 0 1
C 0.56 1.59 0.85
C -0.14 -1.62 0.50
C -0.36 2.15 -0.07
C -0.40 1.37 -1.47
C -0.59 -0.20 -1.25
C 0.55 -0.74 -0.40
C 0.50 -2.28 1.64
N -1.40 -1.38 0.48
O 1.01 1.87 1.92
O -1.73 -0.62 -0.62
Br 2.26 -0.70 -1.14
H -1.31 2.09 0.50
H -0.16 3.30 -0.17
H -1.01 1.85 -2.27
H 0.61 1.45 -1.79
H -0.56 -0.67 -2.40
H -0.15 -2.88 2.17
H 1.00 -1.65 2.27
H 1.32 -2.93 1.23
*
```

=====

Below is C31H33BeCl2N4O3 as an isolated structure, with properties calculated with ωB97M-V/def2-TZVPD.

Highest occupied orbital energy in eV: -2.539

The geometry in ORCA input format:
```
! RIJCOSX wB97M-V def2-TZVPD def2/J DEFGRID3
* xyz -1 1
Be 0.00 0.00 0.00
C -6.81 -1.18 4.38
C -6.23 0.25 4.53
C -6.64 0.77 5.93
C -6.96 1.17 3.52
C -4.64 0.29 4.32
O -4.27 1.67 4.36
C -3.91 -0.48 5.47
C -2.37 -0.43 5.55
C -1.77 0.91 5.90
C -0.88 1.54 5.02
C -0.31 2.77 5.35
C -0.61 3.38 6.56
Cl 0.09 4.89 6.96
C -1.48 2.76 7.46
C -2.05 1.52 7.13
C -4.28 -0.31 2.91
N -3.07 0.17 2.27
C -1.92 -0.53 2.03
N -1.09 0.21 1.33
C -1.82 1.33 1.08
N -3.05 1.33 1.58
H -7.89 -1.18 4.53
H -6.38 -1.86 5.12
H -6.61 -1.59 3.39
H -7.74 0.86 6.01
H -6.22 1.76 6.14
H -6.34 0.09 6.73
H -8.04 1.20 3.72
H -6.86 0.82 2.48
H -6.60 2.20 3.57
H -4.17 1.96 5.28
H -4.19 -1.54 5.41
H -4.27 -0.12 6.43
H -1.93 -0.83 4.64
H -2.06 -1.13 6.33
H -0.62 1.08 4.07
H 0.37 3.25 4.64
H -1.71 3.23 8.41
H -2.72 1.05 7.85
H -5.06 -0.10 2.18
H -4.21 -1.40 2.98
H -1.75 -1.54 2.38
H -1.45 2.17 0.50
Cl 3.61 -2.38 1.23
C 2.66 -2.76 -0.20
C 3.28 -3.48 -1.23
C 2.57 -3.80 -2.39
C 1.24 -3.41 -2.53
C 0.61 -2.69 -1.51
C 1.31 -2.36 -0.34
C 0.58 -1.58 0.72
H 4.31 -3.79 -1.13
H 3.06 -4.36 -3.18
H 0.70 -3.67 -3.43
H -0.42 -2.40 -1.64
H 1.20 -1.35 1.60
H -0.30 -2.16 1.06
O -0.06 2.90 1.04
C -0.50 2.71 -0.08
N -0.55 1.51 -0.68
C -1.10 1.67 -1.91
O -1.27 0.76 -2.70
C -1.43 3.07 -2.12
C -2.00 3.75 -3.19
C -2.19 5.13 -3.07
C -1.81 5.81 -1.89
C -1.23 5.10 -0.82
C -1.06 3.73 -0.97
H -2.29 3.22 -4.09
H -2.63 5.69 -3.89
H -1.96 6.88 -1.81
H -0.93 5.61 0.09
H 0.90 -0.17 -1.10
*
```

=====

Below is C16H29NO9S as an isolated structure, with properties calculated with ωB97M-V/def2-TZVPD.

Highest occupied orbital energy in eV: -10.078

The geometry in ORCA input format:
```
! RIJCOSX wB97M-V def2-TZVPD def2/J DEFGRID3
* xyz 0 1
N -2.19 2.40 -1.54
C -1.39 3.11 -0.87
C 0.08 2.79 -0.83
C 0.43 1.35 -0.45
O -0.68 0.60 0.09
S -0.09 -0.86 0.32
O -1.12 -1.82 0.34
O 0.83 -0.80 1.42
O 0.68 -0.92 -1.05
C 1.02 0.42 -1.56
C 0.33 0.61 -2.93
C -0.23 -0.64 -3.64
C -1.74 -0.89 -3.44
C -2.12 -1.92 -2.39
O -3.17 -2.75 -2.95
C -3.60 -3.71 -2.09
O -4.71 -3.78 -1.68
C 2.54 0.59 -1.68
C 3.44 -0.34 -0.86
C 3.66 0.06 0.60
C 4.06 -1.10 1.47
O 4.06 -2.25 1.15
O 4.44 -0.68 2.70
H -3.14 2.76 -1.48
H -1.71 4.00 -0.32
H 0.58 3.46 -0.13
H 0.47 3.00 -1.83
H 1.17 1.40 0.35
H 1.06 1.07 -3.58
H -0.50 1.32 -2.83
H 0.35 -1.53 -3.40
H -0.09 -0.45 -4.70
H -2.17 -1.21 -4.39
H -2.22 0.06 -3.19
H -1.27 -2.55 -2.12
H -2.51 -1.45 -1.48
H -2.82 -4.46 -1.85
H 2.82 0.48 -2.73
H 2.79 1.63 -1.42
H 4.42 -0.34 -1.35
H 3.09 -1.37 -0.91
H 2.80 0.53 1.06
H 4.47 0.80 0.67
H 4.35 -1.42 3.31
C -1.47 -0.88 4.56
C -1.08 0.57 4.79
C -2.02 1.52 4.06
O 0.27 0.77 4.38
H -1.41 -1.08 3.49
H -0.78 -1.56 5.07
H -2.48 -1.11 4.89
H -1.09 0.80 5.86
H -1.98 1.32 2.99
H -1.72 2.55 4.24
H -3.05 1.39 4.40
H 0.33 0.53 3.45
*
```

=====

Below is C8H12AlAuCl2N2O4 as an isolated structure, with properties calculated with ωB97M-V/def2-TZVPD.

Highest occupied orbital energy (spin up / spin down) in eV: -24.442 / -24.731
Energy above the lowest of the compared OMol25 structures with the same formula, charge and spin in kcal/mol: 17.8

The geometry in ORCA input format:
```
! RIJCOSX wB97M-V def2-TZVPD def2/J DEFGRID3
* xyz 4 3
Au 1.65 3.25 -1.46
Al 0.56 0.82 -1.27
Cl 1.36 0.88 -3.22
Cl -0.58 2.71 -1.43
C 1.55 0.36 0.66
C 3.33 4.07 -2.23
C 2.60 4.23 -0.15
O 1.98 0.10 1.70
O 4.11 4.73 -2.80
O 2.91 5.02 0.65
C 0.61 -2.45 -1.49
N -0.85 -2.52 -1.54
C -1.45 -3.83 -1.44
C -1.52 -1.37 -1.32
O -0.81 -0.30 -1.14
N -2.84 -1.19 -1.25
C -3.87 -2.19 -1.54
C -3.28 0.17 -0.95
H 0.98 -3.48 -1.59
H 0.99 -1.97 -0.57
H 1.00 -1.88 -2.34
H -2.12 -3.93 -0.58
H -2.00 -4.08 -2.35
H -0.62 -4.55 -1.37
H -4.83 -1.68 -1.59
H -3.70 -2.73 -2.48
H -3.94 -2.89 -0.70
H -2.85 0.51 -0.01
H -3.04 0.89 -1.75
H -4.37 0.18 -0.88
*
```

=====

Below is C11H17N2 as an isolated structure, with properties calculated with ωB97M-V/def2-TZVPD.

Highest occupied orbital energy in eV: -11.820
Energy above the lowest of the compared OMol25 structures with the same formula, charge and spin in kcal/mol: 58.8

The geometry in ORCA input format:
```
! RIJCOSX wB97M-V def2-TZVPD def2/J DEFGRID3
* xyz 1 1
C 2.99 0.47 -0.82
C 2.25 1.67 -0.71
C 2.69 -0.67 -0.14
C 1.26 1.73 0.31
C 1.59 -0.62 0.82
C 0.97 0.65 1.07
C 1.02 -1.77 1.40
C -0.47 -2.11 0.88
C -0.37 -2.14 -0.64
C -3.25 0.43 0.17
C -1.94 2.27 -0.59
N -0.67 -1.02 -1.24
N -2.17 0.83 -0.31
H 3.82 0.42 -1.57
H 2.33 2.44 -1.42
H 3.45 -1.47 -0.26
H 0.70 2.58 0.50
H 1.61 -2.67 1.10
H 1.00 -1.78 2.50
H -0.72 -3.07 1.26
H -1.17 -1.25 1.13
H 0.33 0.70 1.90
H -4.09 1.13 0.42
H -3.39 -0.59 0.33
H -2.92 2.61 -0.95
H -1.68 2.80 0.27
H -1.15 2.44 -1.23
H -1.38 0.03 -0.81
H -0.66 -0.95 -2.24
H 0.02 -3.08 -1.15
*
```

=====

Number 1: energy -3203.90330 Eh. Number 2: energy -4145.05304 Eh. Number 3: energy -2279.47112 Eh. Number 4: energy -344.53398 Eh. Number 5: energy -1013.67701 Eh. Number 6: energy -3050.60051 Eh. Number 7: energy -2580.87056 Eh. Number 8: energy -1757.13660 Eh. Number 9: energy -2019.26228 Eh. Number 10: energy -538.54702 Eh.